Record 1
Molecular formula: CHO3PS2
Method: DFT, the ωB97M-V functional and the def2-TZVPD basis

The calculation puts the relative energy (zero: lowest compared OMol25 entry of this formula, charge and spin) at 107.8 kJ/mol. The HOMO energy comes out at 0.19 eV. Its net charge is -2. As for the SMILES: O=[P@@]([O-])(O)C(=S)[S-]. As for the gap between HOMO and LUMO: 5.574 eV. The calculation puts the LUMO energy at 5.76 eV.

XYZ file:
```
8
CHO3PS2 (the ωB97M-V functional and the def2-TZVPD basis)
S 0.576 -1.925 1.082
S 2.963 -0.324 -0.164
P -0.290 0.677 -0.291
O -1.831 -0.083 -0.361
O -0.222 1.605 0.882
O -0.125 1.212 -1.658
C 0.963 -0.640 0.117
H -2.035 -0.522 0.392
```

---

Record 2
Molecular formula: C26H29N3O2
Method: DFT, the ωB97M-V functional and the def2-TZVPD basis

The calculation puts the relative energy (zero: lowest compared OMol25 entry of this formula, charge and spin) at 57.9 kJ/mol. The HOMO energy comes out at -8.60 eV. As for the SMILES: Cc1ccccc1CN1CCC(Oc2ccc(C(=O)NCc3ccccn3)cc2)CC1. As for the gap between HOMO and LUMO: 9.205 eV. The calculation puts the LUMO energy at 0.61 eV.

XYZ file:
```
60
C26H29N3O2 (the ωB97M-V functional and the def2-TZVPD basis)
O -0.282 -0.902 -1.116
O 5.719 -2.673 -0.169
N 8.927 0.091 -0.460
N -3.936 -0.014 0.668
N 5.800 -0.632 0.798
C 9.331 2.383 -0.974
C 7.220 -0.662 1.068
C -5.097 0.534 1.355
C -6.858 -0.536 -0.102
C -6.844 1.857 0.141
C 3.717 -1.393 -0.117
C -7.957 -0.413 -0.941
C -6.297 -1.887 0.218
C 2.905 -0.631 0.712
C 3.148 -1.992 -1.241
C 7.956 0.451 0.365
C -7.942 1.967 -0.694
C 1.004 -1.027 -0.711
C 1.819 -1.804 -1.541
C -2.840 -0.280 1.577
C 1.563 -0.451 0.428
C 5.161 -1.643 0.153
C -1.726 -1.025 0.850
C -6.294 0.620 0.445
C -3.501 0.835 -0.425
C -1.224 -0.190 -0.330
C -2.413 0.136 -1.231
C 7.621 1.786 0.578
C 8.320 2.766 -0.107
C 9.595 1.028 -1.107
C -8.499 0.825 -1.239
H -9.355 0.897 -1.895
H -5.220 -1.886 0.075
H 3.775 -2.604 -1.871
H -2.112 -1.968 0.461
H 8.082 3.811 0.036
H -4.880 1.534 1.773
H 10.377 0.671 -1.764
H -3.119 1.805 -0.051
H -6.496 -2.137 1.260
H 3.302 -0.194 1.618
H 6.837 2.054 1.272
H 7.390 -0.588 2.150
H -5.328 -0.135 2.191
H 1.374 -2.253 -2.414
H -4.362 1.034 -1.066
H -6.405 2.750 0.566
H -6.749 -2.650 -0.410
H -0.781 0.750 0.032
H 0.965 0.138 1.106
H -8.357 2.938 -0.917
H 9.899 3.114 -1.527
H -2.437 0.655 2.012
H -2.090 0.770 -2.057
H -2.801 -0.795 -1.643
H 7.593 -1.623 0.708
H -8.396 -1.303 -1.369
H 5.318 0.241 0.937
H -0.912 -1.250 1.542
H -3.214 -0.898 2.398
```

---

Record 3
Molecular formula: C8H13BBr3O2S
Method: DFT, the ωB97M-V functional and the def2-TZVPD basis

The HOMO energy comes out at -3.93 eV. Its net charge is -1. As for the gap between HOMO and LUMO: 5.949 eV. The calculation puts the LUMO energy at 2.02 eV.

XYZ file:
```
28
C8H13BBr3O2S (the ωB97M-V functional and the def2-TZVPD basis)
Br -2.968 -0.889 -3.381
Br -0.168 -2.281 -3.971
Br -0.381 0.878 -3.667
S -3.722 0.518 1.154
O 1.810 2.203 0.464
O 0.575 0.775 1.833
C 2.215 -0.864 1.338
C -1.337 -0.388 0.069
C 3.128 -1.552 1.694
C 1.730 0.978 -0.207
C 0.042 -1.011 0.314
C 1.080 -0.016 0.821
C -1.265 -0.721 -4.247
C -2.110 -0.298 1.379
B 1.474 1.983 1.893
H 2.742 0.626 -0.408
H 1.205 1.140 -1.149
H -1.534 0.216 2.134
H -1.901 -1.067 -0.567
H -2.316 -1.307 1.716
H 2.476 1.720 2.579
H 4.006 -2.040 2.014
H -1.267 0.585 -0.402
H 0.893 2.930 2.415
H 0.420 -1.458 -0.603
H -1.441 -0.638 -5.309
H -3.298 1.782 1.050
H -0.087 -1.804 1.044
```

---

Record 4
Molecular formula: C3H4BrClS
Method: DFT, the ωB97M-V functional and the def2-TZVPD basis

The calculation puts the relative energy (zero: lowest compared OMol25 entry of this formula, charge and spin) at 36.0 kJ/mol. The HOMO energy comes out at -9.20 eV. As for the SMILES: CS/C=C(/Cl)Br. As for the gap between HOMO and LUMO: 8.922 eV. The calculation puts the LUMO energy at -0.28 eV.

XYZ file:
```
10
C3H4BrClS (the ωB97M-V functional and the def2-TZVPD basis)
Br -0.913 2.590 1.465
Cl 2.107 2.228 1.729
S -0.772 -0.138 -1.442
C 0.760 0.843 -0.100
C 0.728 1.759 0.862
C -0.872 -1.749 -0.613
H -0.088 -2.430 -0.770
H -1.005 -1.385 0.402
H -1.666 -2.125 -1.205
H 1.721 0.406 -0.329
```

---

Record 5
Molecular formula: C8H17N
Method: DFT, the ωB97M-V functional and the def2-TZVPD basis

The calculation puts the relative energy (zero: lowest compared OMol25 entry of this formula, charge and spin) at 70.4 kJ/mol. The HOMO energy comes out at -8.07 eV. As for the SMILES: C=C(C)N(C)[C@H](C)CC. As for the gap between HOMO and LUMO: 9.094 eV. The calculation puts the LUMO energy at 1.03 eV.

XYZ file:
```
26
C8H17N (the ωB97M-V functional and the def2-TZVPD basis)
N 0.454 0.003 -0.697
C -1.809 0.899 -0.231
C 1.898 -0.161 -0.180
C -0.515 -0.012 0.334
C 0.146 -0.713 -1.914
C -2.552 1.530 0.931
C 2.769 -1.013 -0.717
C -0.982 -1.392 0.787
C 2.313 0.793 0.902
H -1.727 -1.294 1.573
H 1.893 1.782 0.726
H -0.137 0.541 1.194
H -1.423 -1.956 -0.031
H 0.909 -0.469 -2.654
H 3.816 -0.973 -0.454
H -2.924 0.773 1.619
H 0.126 -1.804 -1.804
H -1.902 2.207 1.484
H 1.990 0.452 1.888
H -0.134 -1.950 1.182
H -2.468 0.237 -0.793
H 2.507 -1.756 -1.450
H 3.399 0.881 0.923
H -1.423 1.666 -0.902
H -3.408 2.105 0.576
H -0.816 -0.378 -2.294
```

---

Record 6
Molecular formula: C4H7NOS
Method: DFT, the ωB97M-V functional and the def2-TZVPD basis

The calculation puts the relative energy (zero: lowest compared OMol25 entry of this formula, charge and spin) at 325.6 kJ/mol. The HOMO energy comes out at -8.29 eV. As for the SMILES: C/C=C\N(O)C=S. As for the gap between HOMO and LUMO: 8.649 eV. The calculation puts the LUMO energy at 0.36 eV.

XYZ file:
```
14
C4H7NOS (the ωB97M-V functional and the def2-TZVPD basis)
S -1.279 -1.804 -1.190
O 1.157 -1.459 1.771
N 0.406 -0.952 0.685
C 0.484 1.040 -0.760
C -0.843 1.688 -0.706
C 1.047 0.058 -0.021
C -0.567 -1.787 0.254
H -0.876 -2.478 0.998
H -1.548 1.059 -0.032
H 0.807 -0.913 2.534
H 1.067 1.329 -1.604
H 2.098 -0.082 0.026
H -1.244 1.650 -1.720
H -0.708 2.650 -0.234
```